{
  "formula": "C7H11N",
  "method": "wB97M-V/def2-TZVPD",
  "elements": ["C", "C", "C", "C", "C", "C", "C", "H", "H", "H", "H", "H", "H", "H", "H", "H", "H", "H", "N"],
  "xyz": [[-1.388, -1.292, 1.285], [-0.479, -0.612, 0.180], [0.893, -0.955, -0.335], [1.529, 0.401, 0.068], [1.738, 1.838, -0.626], [0.455, 1.396, -0.565], [-0.864, 0.804, 0.112], [-0.572, -1.907, 1.761], [-2.252, -0.872, 1.979], [-2.443, -1.281, -0.342], [0.699, -0.864, -1.476], [1.185, -1.818, 0.060], [1.513, 0.862, 1.037], [2.321, 2.036, -1.583], [1.864, 2.695, 0.237], [0.516, 1.187, -1.610], [-1.159, 1.419, 1.100], [-1.733, 0.795, -0.640], [-1.606, -1.676, -0.177]],
  "de_lowest_kj_mol": 834.9,
  "fmax_ha_per_bohr": 0.150,
  "orbital_gap_ev": 9.355,
  "spin_multiplicity": 1,
  "total_charge": 0
}